{"formula": "C28H90O17", "method": "ωB97M-V with the def2-TZVPD basis set", "species": ["C", "O", "H", "H", "H", "H", "C", "O", "H", "H", "H", "H", "C", "O", "H", "H", "H", "H", "C", "O", "H", "H", "H", "H", "C", "C", "C", "O", "H", "H", "H", "H", "H", "H", "H", "H", "C", "C", "C", "O", "H", "H", "H", "H", "H", "H", "H", "H", "C", "C", "C", "O", "H", "H", "H", "H", "H", "H", "H", "H", "C", "C", "C", "O", "H", "H", "H", "H", "H", "H", "H", "H", "C", "C", "C", "O", "H", "H", "H", "H", "H", "H", "H", "H", "C", "C", "C", "O", "H", "H", "H", "H", "H", "H", "H", "H", "C", "C", "C", "O", "H", "H", "H", "H", "H", "H", "H", "H", "C", "C", "C", "O", "H", "H", "H", "H", "H", "H", "H", "H", "O", "H", "H", "O", "H", "H", "O", "H", "H", "O", "H", "H", "O", "H", "H"], "coordinates": [[-1.493, -3.503, -6.707], [-2.405, -3.643, -5.632], [-0.787, -4.331, -6.751], [-1.913, -3.403, -7.708], [-0.903, -2.602, -6.541], [-1.845, -3.841, -4.878], [-0.181, -2.409, 5.895], [-0.310, -1.915, 7.216], [-0.844, -1.895, 5.199], [0.788, -2.143, 5.473], [-0.199, -3.498, 5.867], [-1.237, -1.785, 7.431], [6.974, -0.157, 4.048], [5.575, -0.203, 4.159], [7.311, 0.875, 3.953], [7.413, -0.699, 4.886], [7.252, -0.653, 3.118], [5.316, 0.497, 4.762], [1.428, 1.845, -4.949], [0.654, 0.697, -4.801], [0.807, 2.720, -5.141], [2.154, 1.996, -4.150], [2.043, 1.796, -5.848], [1.259, -0.026, -4.985], [0.397, 5.509, 1.214], [-0.211, 5.916, -0.126], [-0.286, 7.429, -0.382], [0.420, 5.174, -1.189], [0.068, 4.491, 1.424], [0.050, 6.165, 2.012], [1.485, 5.490, 1.149], [-1.262, 5.627, -0.128], [-0.932, 7.967, 0.313], [-0.837, 7.555, -1.314], [0.718, 7.841, -0.484], [1.369, 5.259, -1.068], [2.417, 4.543, 6.263], [3.302, 3.688, 5.330], [4.505, 4.405, 4.509], [3.921, 2.715, 6.078], [1.681, 4.038, 6.889], [1.865, 5.237, 5.630], [3.064, 5.178, 6.869], [2.653, 3.146, 4.642], [5.229, 4.818, 5.211], [4.133, 5.178, 3.836], [5.019, 3.671, 3.889], [3.328, 2.389, 6.760], [-4.455, 3.138, 6.944], [-4.178, 2.514, 5.546], [-2.679, 2.183, 5.486], [-4.896, 1.332, 5.536], [-3.742, 2.948, 7.746], [-5.376, 2.811, 7.427], [-4.651, 4.209, 6.990], [-4.432, 3.227, 4.761], [-2.382, 1.754, 6.443], [-2.142, 3.123, 5.360], [-2.418, 1.494, 4.684], [-5.081, 1.066, 4.632], [4.705, -4.016, -3.206], [3.875, -3.599, -4.445], [3.613, -4.849, -5.404], [2.584, -3.142, -4.107], [4.995, -3.116, -2.666], [5.646, -4.524, -3.419], [4.172, -4.640, -2.488], [4.513, -2.873, -4.950], [4.539, -5.321, -5.731], [3.109, -4.494, -6.303], [3.049, -5.652, -4.929], [2.053, -3.861, -3.757], [-5.950, -0.510, -3.478], [-6.755, 0.757, -3.771], [-7.968, 0.377, -4.658], [-7.205, 1.459, -2.650], [-5.555, -0.940, -4.399], [-6.544, -1.289, -2.999], [-5.044, -0.317, -2.904], [-6.084, 1.431, -4.304], [-8.582, 1.261, -4.828], [-8.551, -0.415, -4.188], [-7.673, 0.055, -5.656], [-6.433, 1.664, -2.117], [-0.399, -0.911, -0.010], [0.943, -0.289, 0.160], [1.243, 0.010, 1.627], [1.824, -1.263, -0.259], [-1.197, -0.201, 0.206], [-0.540, -1.792, 0.617], [-0.518, -1.322, -1.013], [0.977, 0.537, -0.550], [0.622, 0.839, 1.969], [2.265, 0.390, 1.649], [1.170, -0.795, 2.359], [1.696, -1.412, -1.198], [-6.243, -5.894, -0.944], [-4.903, -6.405, -0.468], [-4.428, -7.656, -1.245], [-3.882, -5.438, -0.704], [-6.622, -5.104, -0.296], [-6.991, -6.671, -0.783], [-6.224, -5.598, -1.993], [-4.964, -6.597, 0.603], [-5.242, -8.377, -1.314], [-3.609, -8.124, -0.698], [-4.153, -7.476, -2.285], [-4.005, -4.676, -0.133], [5.660, 1.278, -1.178], [6.764, 1.552, -2.175], [6.171, 1.654, -3.617], [7.309, 2.852, -2.028], [5.506, 0.199, -1.149], [4.674, 1.654, -1.451], [5.810, 1.690, -0.180], [7.531, 0.779, -2.117], [5.600, 0.767, -3.891], [6.885, 1.718, -4.438], [5.477, 2.493, -3.663], [8.035, 2.901, -2.655], [-0.502, -5.367, -2.695], [-0.217, -6.263, -2.514], [-1.299, -5.260, -2.176], [4.265, -2.886, 1.939], [4.537, -2.134, 2.465], [3.678, -2.518, 1.279], [-4.014, -2.968, 2.140], [-4.190, -3.338, 3.005], [-4.555, -2.179, 2.101], [-4.384, 2.743, 0.086], [-4.249, 3.516, 0.634], [-3.827, 2.890, -0.678], [-1.883, 2.700, -2.495], [-1.432, 2.036, -3.017], [-1.200, 3.330, -2.265]], "mulliken_charge": [-0.504, -0.459, 0.227, 0.270, 0.182, 0.280, -0.422, -0.520, 0.197, 0.161, 0.276, 0.309, -0.616, -0.411, 0.264, 0.290, 0.220, 0.267, -0.686, -0.398, 0.300, 0.213, 0.324, 0.253, -1.202, 0.661, -1.414, -0.489, 0.286, 0.347, 0.322, 0.145, 0.370, 0.352, 0.337, 0.296, -1.323, 0.621, -1.145, -0.542, 0.424, 0.299, 0.342, 0.094, 0.332, 0.337, 0.260, 0.306, -1.284, 0.530, -1.197, -0.561, 0.288, 0.362, 0.330, 0.281, 0.303, 0.329, 0.304, 0.314, -1.188, 0.404, -1.314, -0.415, 0.231, 0.376, 0.316, 0.255, 0.382, 0.321, 0.355, 0.267, -1.239, 0.597, -1.325, -0.558, 0.326, 0.327, 0.343, 0.190, 0.328, 0.344, 0.371, 0.292, -1.514, 0.791, -1.406, -0.399, 0.345, 0.311, 0.428, 0.195, 0.393, 0.304, 0.382, 0.186, -1.290, 0.612, -1.344, -0.480, 0.362, 0.352, 0.295, 0.209, 0.381, 0.308, 0.342, 0.250, -1.137, 0.503, -1.184, -0.565, 0.291, 0.203, 0.381, 0.216, 0.222, 0.419, 0.323, 0.331, -0.570, 0.273, 0.311, -0.658, 0.305, 0.311, -0.599, 0.301, 0.309, -0.637, 0.295, 0.327, -0.552, 0.271, 0.282], "total_energy_ev": -65298.6849, "lumo_ha": -0.00070, "de_lowest_kcal_mol": 0.00, "homo_energy_ev": -9.77, "largest_force_ev_per_a": 3.6}